(1)
Below is a structure of composition C37H35ClN2RuS2Si2, with properties calculated with ωB97M-V/def2-TZVPD.

Structure (XYZ):
```
80
Properties=species:S:1:pos:R:3:forces:R:3
C -1.15875 -0.02875 0.80569 -0.138 -0.376 -0.480
C -1.64406 0.51530 -0.40324 -0.587 -0.238 -0.058
C -1.34611 -0.39753 -1.47511 -0.313 -0.763 0.226
H -2.23859 1.42546 -0.52164 0.397 -0.426 0.102
C -0.62129 -1.51797 -0.88724 -1.025 0.141 0.052
C -0.53524 -1.26802 0.52613 -0.644 -0.205 -0.175
H -0.13020 -1.96893 1.25031 0.057 0.318 -0.102
H -1.33034 0.38048 1.79899 0.309 0.055 -0.276
H -1.81328 -0.43417 -2.45351 0.133 -0.005 0.357
H -0.46000 -2.45695 -1.40253 0.052 0.111 0.154
Ru 0.71278 0.09236 -1.34051 2.073 2.039 0.185
Si 1.09723 0.12951 -3.79130 -1.587 -0.309 -0.106
C 0.19938 1.80765 -3.85364 -0.249 -0.871 -0.111
C 0.88974 3.01312 -4.06714 0.242 -0.112 -0.076
H 1.98561 3.03247 -3.97635 -0.570 0.014 -0.077
C 0.18722 4.16048 -4.42766 -0.173 -0.024 0.178
H 0.73260 5.08825 -4.63813 -0.293 -0.404 0.094
C -1.21423 4.12599 -4.49351 0.233 -0.116 -0.040
H -1.76098 5.02471 -4.75567 0.042 -0.044 0.027
C -1.90864 2.93960 -4.24727 -0.163 0.175 0.076
H -3.00661 2.90132 -4.27760 0.555 0.136 -0.095
C -1.19883 1.78270 -3.95789 -0.256 0.160 0.102
H -1.76143 0.85357 -3.82244 0.334 0.556 -0.034
C 0.16079 -1.47050 -4.40202 -0.179 0.842 0.995
C -1.11157 -1.39771 -4.99777 0.186 -0.514 -0.204
H -1.54975 -0.43371 -5.27075 0.251 -0.440 -0.015
C -1.79367 -2.56989 -5.31492 -0.043 0.210 0.130
H -2.74964 -2.49073 -5.83398 0.226 -0.173 0.158
C -1.26372 -3.81158 -4.95809 0.121 0.013 -0.029
H -1.79564 -4.72083 -5.22557 0.070 0.138 0.120
C -0.04213 -3.88506 -4.28529 -0.122 -0.113 -0.085
H 0.36744 -4.84920 -3.97109 -0.174 0.276 -0.224
C 0.67136 -2.72360 -4.01636 0.026 0.111 -0.218
H 1.65826 -2.81260 -3.54042 -0.425 0.136 -0.163
H 1.33168 -0.98536 -2.35333 -0.282 -0.051 0.451
Si 1.32028 0.10820 -6.21747 1.310 0.893 -2.015
C 1.44096 -1.37123 -7.27566 0.070 -0.897 -0.010
C 0.65633 -1.39293 -8.44513 -0.276 -0.693 0.042
H 0.24946 -0.46083 -8.84322 0.020 -0.341 0.141
C 0.33245 -2.61821 -9.04375 0.476 -0.090 0.113
H -0.33305 -2.63989 -9.91613 0.370 -0.024 0.374
C 0.86089 -3.81458 -8.51848 -0.065 0.202 -0.039
H 0.60876 -4.77743 -8.98905 0.103 0.551 0.314
C 1.73175 -3.78057 -7.41594 0.172 -0.017 -0.162
H 2.14145 -4.72232 -7.01080 -0.176 0.601 -0.339
C 2.06363 -2.55844 -6.82150 -0.777 -0.086 -0.411
H 2.73862 -2.51261 -5.96490 -0.214 -0.126 -0.207
C 0.63563 1.53703 -7.19589 -0.530 0.721 0.218
C -0.76312 1.68054 -7.34630 0.561 0.390 -0.093
H -1.42838 0.92965 -6.90296 0.181 0.372 -0.307
C -1.28062 2.77843 -8.03819 0.040 -0.137 -0.096
H -2.36651 2.87449 -8.14932 0.449 0.058 -0.021
C -0.41345 3.72221 -8.60724 0.133 -0.270 0.148
H -0.82282 4.54807 -9.19220 0.142 -0.210 0.232
C 0.97478 3.59772 -8.44456 -0.011 -0.071 -0.057
H 1.65406 4.33095 -8.90021 -0.380 -0.308 0.257
C 1.50310 2.52333 -7.71977 -0.548 -0.229 0.061
H 2.58128 2.41863 -7.54659 -0.446 0.137 -0.209
H 2.41923 0.36704 -4.32954 0.561 -0.715 -0.710
Cl 2.94440 1.02482 -2.22394 0.020 0.428 0.969
C -0.58862 3.58700 -0.79131 -0.066 0.266 -0.218
C 0.41245 3.04970 0.15736 0.939 -0.332 0.819
N 1.06191 1.91054 0.03054 -0.707 0.713 0.461
C 1.90336 1.64743 1.10132 -0.775 1.731 0.496
C 1.90152 2.64635 2.05650 0.275 -1.091 -0.594
S 0.83078 3.92310 1.63355 0.238 -1.095 -0.909
C 2.49749 0.33684 1.16109 0.829 -2.031 0.747
C 3.21000 -0.24336 2.19749 -0.742 0.687 -1.181
S 3.49042 -1.91732 1.90248 -0.536 0.828 -0.786
C 2.61620 -1.78816 0.37702 0.333 1.356 1.124
N 2.17597 -0.56800 0.14623 0.875 -1.145 1.077
C 2.39818 -2.99847 -0.43982 0.159 -0.314 -0.191
H -1.59885 3.47202 -0.36546 0.324 0.183 -0.241
H -0.37920 4.65668 -0.94798 -0.267 -0.349 -0.074
H -0.52023 3.05324 -1.75130 -0.096 0.258 0.389
H 2.48108 2.58963 2.97045 -0.231 0.364 -0.089
H 3.50897 0.30314 3.07615 0.214 -0.332 0.153
H 3.38041 -3.44523 -0.64944 -0.379 -0.118 -0.004
H 1.78233 -3.70558 0.13622 0.226 0.044 -0.298
H 1.90089 -2.76764 -1.38537 0.116 -0.012 0.289
```
Forces are in eV/Å.

Net charge: +1
Orbital gap (spin up / spin down), eV: 4.77 / 6.73
<S²>: 8.799
Multiplicity: 6
Highest occupied orbital energy (spin up / spin down), eV: -7.89 / -10.87
Calculated total energy, Ha: -3470.485306

***

(2)
Below is a cluster of 2 separate species, C4H14N3O in total, with properties calculated with ωB97M-V/def2-TZVPD.

Structure (XYZ):
```
22
Properties=species:S:1:pos:R:3:forces:R:3
C -0.87431 0.49565 1.38568 -0.531 1.110 -1.529
C -1.37380 -0.84262 0.78326 3.433 -1.562 1.259
C -0.40669 -1.42644 -0.33851 -5.526 -1.142 -2.086
N -0.72598 0.97339 -2.99486 0.360 0.873 -1.712
C -0.99562 0.16436 -2.07890 -0.193 0.487 0.917
N -0.02438 -0.44874 -1.29176 1.147 -0.322 0.244
N 0.62915 0.38290 1.77969 -1.251 -3.761 -1.666
H -1.44675 0.80229 2.29648 0.595 -0.431 -0.664
H -0.98050 1.42856 0.61175 0.513 -2.430 1.766
H -1.31958 -1.70587 1.54636 -0.634 1.543 -0.633
H -2.34735 -0.75956 0.38471 -1.041 0.169 -0.170
H 0.43180 -2.00763 -0.12010 1.196 -0.829 1.230
H -1.22049 -2.25370 -0.89852 2.385 1.812 1.526
H 0.27317 1.17971 -3.35719 -2.032 -0.941 1.380
H -2.11156 -0.01039 -1.66059 2.519 0.392 -1.317
H 0.92209 -0.62380 -1.66340 -1.152 0.519 -0.274
H 1.27949 0.30435 0.86331 -1.113 1.374 2.214
H 0.66716 1.20114 2.36364 1.538 0.084 0.453
H 0.78381 -0.60976 2.27524 -0.430 3.133 -0.700
H 2.88660 1.95144 0.38792 1.032 3.547 0.303
H 3.24713 0.72500 -0.50435 -0.257 0.721 0.653
O 2.70662 1.07972 0.23016 -0.556 -4.344 -1.197
```
Forces are in eV/Å.

Net charge: +1
Orbital gap, eV: 8.96
Highest occupied orbital energy, eV: -12.41
Calculated total energy, Ha: -399.985296

***

(3)
Below is a cluster of 2 separate species, C2H10NO in total, with properties calculated with ωB97M-V/def2-TZVPD.

Structure (XYZ):
```
14
Properties=species:S:1:pos:R:3:forces:R:3
O -0.34366 -2.31786 1.26495 0.517 0.258 -0.076
H 0.37349 -2.70993 1.79454 -0.420 0.205 -0.225
H 0.23464 0.15816 -1.61986 0.264 -0.359 -0.028
H -0.55860 -2.98636 0.60908 -0.091 -0.252 0.055
C 1.33217 0.86347 -0.04973 0.259 0.967 1.367
N 0.06178 0.43251 -0.65499 -0.801 0.349 -1.564
C -1.05786 1.40763 -0.74344 -0.786 1.211 1.847
H 1.57179 1.91451 -0.22884 0.053 -0.336 -1.096
H 1.24136 0.93808 1.03784 -0.287 -0.805 -0.043
H 2.08080 0.13448 -0.33163 0.302 0.271 0.016
H -0.27637 -0.38872 -0.16887 -0.059 -0.624 0.412
H -1.16017 1.80763 0.26655 -0.029 0.104 0.013
H -2.03943 0.98962 -0.95502 0.384 -0.671 -0.314
H -0.91734 2.27299 -1.38194 0.694 -0.319 -0.364
```
Forces are in eV/Å.

Net charge: +1
Orbital gap, eV: 12.35
Highest occupied orbital energy, eV: -15.75
Calculated total energy, Ha: -211.932781